The following is a quantum chemistry calculation of a structure of composition C16H14ClFIn at a distorted geometry, from OMol25.

Output
E_HOMO: -3.77 eV
DFT total energy: -1368.277133 a.u.
LUMO energy: 2.589 eV
net charge: -1
energy above the lowest of the compared OMol25 structures with the same formula, charge and spin: 0.000 eV

XYZ file:
```
33
C16H14ClFIn (ωB97M-V/def2-TZVPD)
C -1.6417 3.1884 -0.5063
C -2.2322 1.9288 -0.2344
C -1.7456 0.9923 -1.1998
H -2.9275 1.7053 0.5729
C -0.8691 1.6990 -2.0832
C -0.8080 3.0477 -1.6590
H -0.2302 3.8403 -2.1342
H -1.8012 4.1200 0.0313
H -2.0685 -0.0451 -1.2883
H -0.3089 1.2783 -2.9117
In -0.4544 -0.4449 1.0084
Cl -0.6599 0.9891 2.8292
C -0.7377 -2.3358 2.4102
C -0.5309 -2.8767 1.0755
C -1.8069 -2.9113 0.4211
H 0.3851 -3.3598 0.7359
C -2.7848 -2.4224 1.3275
C -2.1468 -2.0557 2.5401
H -2.6294 -1.7057 3.4539
H -0.0033 -2.3480 3.2141
H -1.9973 -3.3365 -0.5685
H -3.8650 -2.4295 1.1543
F 4.8868 0.8667 -2.1586
C 3.8417 0.5630 -1.3118
C 3.1385 1.6018 -0.7022
C 1.9474 1.2854 -0.0060
C 1.5433 -0.0351 0.0869
C 2.2804 -1.0689 -0.4615
C 3.4397 -0.7621 -1.2014
H 3.4848 2.6275 -0.7974
H 1.3488 2.0798 0.4500
H 1.9766 -2.1178 -0.3774
H 3.9761 -1.5582 -1.7097
```

---

The following is a quantum chemistry calculation of a structure of composition C16H14ClN4O2S3Sn at a distorted geometry, from OMol25.

Output
E_HOMO: -10.85 eV
DFT total energy: -2856.433090 a.u.
LUMO energy: -4.343 eV
net charge: +1

XYZ file:
```
41
C16H14ClN4O2S3Sn (ωB97M-V/def2-TZVPD)
Sn 0.3007 0.1742 -0.3367
C 0.9967 -0.4906 5.7660
C 1.5836 -1.1847 4.6029
N 2.5920 -1.9928 4.6163
N 2.8232 -2.3436 3.3377
C 1.9614 -1.7563 2.4941
S 1.9070 -1.8903 0.8317
N 1.1443 -1.0125 3.3024
N 0.0841 -0.2664 2.8271
H 1.4820 -0.8546 6.6659
H -0.0773 -0.6629 5.8376
H 1.1615 0.5844 5.6828
H 3.5664 -2.9843 3.0939
H -0.7691 -0.4757 3.3425
H 0.2694 0.7350 2.8910
S 0.8653 -3.1504 -2.3731
C 0.9618 -3.3572 -4.1269
C 1.4487 -4.3199 -4.9792
C 1.2806 -4.0815 -6.3376
C 0.6618 -2.9302 -6.8049
C 0.1753 -1.9561 -5.9395
C 0.3383 -2.2037 -4.5982
S -0.0999 -1.4024 -3.0683
H 1.9208 -5.2169 -4.6169
H 1.6436 -4.8092 -7.0463
H 0.5443 -2.7880 -7.8673
H -0.3082 -1.0686 -6.3105
Cl -4.0657 6.2793 1.3153
C -2.9159 5.0030 1.1632
C -2.0289 4.7369 2.2162
C -1.1209 3.7153 2.1196
C -1.0534 2.8872 0.9777
O -0.1993 1.8983 0.9671
C -1.9585 3.1650 -0.0904
C -2.0298 2.3848 -1.2745
O -1.3859 1.3614 -1.5512
C -2.8701 4.2363 0.0294
H -2.0852 5.3353 3.1115
H -0.4368 3.5271 2.9356
H -2.7659 2.7301 -2.0185
H -3.5418 4.4441 -0.7888
```

---

The following is a quantum chemistry calculation of the molecule C16H14F2N2O2S2 at a distorted geometry, from OMol25.

Output
E_HOMO: -8.95 eV
DFT total energy: -1874.189497 a.u.
structure (SMILES): O=S(=O)(c1ccc(F)cc1)N1CCN=C1SCc1cccc(F)c1
LUMO energy: 0.511 eV
net charge: 0

XYZ file:
```
38
C16H14F2N2O2S2 (ωB97M-V/def2-TZVPD)
O -2.3702 -2.7746 1.4872
S -1.8084 -1.4620 1.4704
O -1.0851 -0.9766 2.6005
C -3.0730 -0.2848 1.0012
C -2.8791 1.0573 1.2709
C -3.8233 1.9767 0.8490
C -4.9376 1.5163 0.1647
F -5.8543 2.4049 -0.2522
C -5.1438 0.1718 -0.1002
C -4.1922 -0.7381 0.3277
N -0.7703 -1.4112 0.1585
C -1.1239 -2.0416 -1.1062
C -0.2208 -1.2897 -2.1150
N 0.4328 -0.2466 -1.3540
C 0.0947 -0.3670 -0.1331
S 0.6283 0.6646 1.1436
C 1.8216 1.7055 0.1883
C 3.1450 1.0264 0.0753
C 3.4983 0.3501 -1.0866
C 4.7181 -0.2977 -1.1789
C 5.6051 -0.2823 -0.1165
C 5.2379 0.3904 1.0349
F 6.0934 0.4161 2.0784
C 4.0255 1.0415 1.1507
H -2.0004 1.3608 1.8171
H -3.7106 3.0313 1.0428
H -6.0318 -0.1424 -0.6252
H -4.3133 -1.7981 0.1689
H -0.9131 -3.1103 -1.0539
H -2.1888 -1.8984 -1.3119
H -0.7843 -0.8352 -2.9332
H 0.5439 -1.9417 -2.5443
H 1.3684 1.8783 -0.7839
H 1.8920 2.6297 0.7592
H 2.8029 0.3275 -1.9106
H 4.9828 -0.8194 -2.0860
H 6.5610 -0.7788 -0.1674
H 3.7724 1.5469 2.0697
```

---

The following is a quantum chemistry calculation of the molecule C16H14FNO6 at a distorted geometry, from OMol25.

Output
E_HOMO: -8.85 eV
DFT total energy: -1224.138191 a.u.
structure (SMILES): [H]/N=c1\occ(C(=O)c2cc(F)ccc2O)cc1C(=O)OCCOC
LUMO energy: -0.516 eV
net charge: 0
energy above the lowest of the compared OMol25 structures with the same formula, charge and spin: 0.000 eV

XYZ file:
```
38
C16H14FNO6 (ωB97M-V/def2-TZVPD)
H -2.8150 0.2284 2.2696
N -2.0109 -0.3542 2.0670
C -1.2963 0.0249 1.1132
O -1.6313 1.2025 0.4118
C -0.9103 1.6463 -0.6010
C 0.2185 1.0379 -1.0489
C 1.0752 1.5881 -2.1224
O 2.2955 1.5108 -2.0170
C 0.4359 2.2416 -3.2703
C -0.9085 2.0271 -3.5963
C -1.4654 2.6921 -4.6622
F -2.7607 2.4710 -4.9677
C -0.7325 3.5853 -5.4352
C 0.5972 3.7798 -5.1452
C 1.2118 3.0979 -4.0874
O 2.5115 3.3006 -3.8866
C 0.6497 -0.1328 -0.3426
C -0.0843 -0.6460 0.6736
C 0.4048 -1.8916 1.3337
O 1.5539 -2.2558 1.2418
O -0.5477 -2.5576 1.9665
C -0.1585 -3.7596 2.6192
C 0.5369 -3.4975 3.9533
O -0.4320 -3.1777 4.9199
C 0.1239 -2.8155 6.1562
H -1.2955 2.5735 -1.0075
H -1.5056 1.3190 -3.0447
H -1.2081 4.0946 -6.2580
H 1.2059 4.4444 -5.7367
H 2.8191 2.6980 -3.1676
H 1.5707 -0.6126 -0.6401
H 0.5150 -4.3237 1.9649
H -1.0858 -4.3051 2.7943
H 1.2594 -2.6763 3.8380
H 1.0910 -4.4017 4.2536
H -0.7105 -2.5918 6.8171
H 0.7642 -1.9295 6.0628
H 0.7187 -3.6347 6.5810
```

---

The following is a quantum chemistry calculation of a structure of composition C16H14IrN6O2S at a distorted geometry, from OMol25.

Output
multiplicity: 2
E_HOMO (alpha / beta): -6.45 / -8.10 eV
<S²>: 0.762
DFT total energy: -1599.599757 a.u.
LUMO energy (alpha / beta): -0.199 / -0.222 eV
net charge: 0
energy above the lowest of the compared OMol25 structures with the same formula, charge and spin: 0.429 eV

XYZ file:
```
40
C16H14IrN6O2S (ωB97M-V/def2-TZVPD)
Ir -0.2785 0.4703 -0.0613
C -4.3590 -0.9861 -2.8144
O -3.6964 0.2969 -2.9105
C -2.6651 0.4408 -2.0952
O -2.2664 -0.3878 -1.3090
N -2.0476 1.6349 -2.2871
N -0.9513 1.9547 -1.4794
H -5.2060 -0.9202 -3.4873
H -4.6856 -1.1634 -1.7936
H -3.6808 -1.7783 -3.1211
H -2.4288 2.3244 -2.9129
H -1.2013 2.7377 -0.8746
H -0.1636 2.2054 -2.0691
C 0.6985 -3.0278 2.1279
C 1.8672 -2.6515 2.7739
C 2.3224 -1.3511 2.6592
C 1.6090 -0.4437 1.8875
N 0.4771 -0.8255 1.2683
C 0.0269 -2.0788 1.3878
C 2.0083 0.9328 1.5891
C 3.0680 1.5959 2.1978
C 3.4243 2.8630 1.7741
C 2.7030 3.4645 0.7471
C 1.6148 2.8187 0.1779
C 1.2473 1.5354 0.5884
H 0.3189 -4.0375 2.1792
H 2.4293 -3.3734 3.3522
H 3.2374 -1.0445 3.1442
H -0.9007 -2.3061 0.8791
H 3.6168 1.1295 3.0075
H 4.2532 3.3804 2.2377
H 2.9850 4.4490 0.3948
H 1.0693 3.3443 -0.5971
S -1.9872 2.6641 1.7554
C -1.4490 1.2880 1.2199
N -1.5477 -4.8690 -2.0945
C -0.6962 -4.0838 -2.0792
N 0.3259 -3.2586 -2.0890
C 0.3774 -2.0376 -1.7700
N 0.5313 -0.9058 -1.5037
```

---

The following is a quantum chemistry calculation of the molecule C16H14N2O2S at a distorted geometry, from OMol25.

Output
E_HOMO: -8.25 eV
DFT total energy: -1276.303223 a.u.
structure (SMILES): O=C1O[C@@H](c2ccccc2)CN1C(=S)Nc1ccccc1
LUMO energy: 0.352 eV
net charge: 0
energy above the lowest of the compared OMol25 structures with the same formula, charge and spin: 0.453 eV

XYZ file:
```
35
C16H14N2O2S (ωB97M-V/def2-TZVPD)
O 0.9484 -2.2730 -0.7127
C 0.8869 -1.1018 -1.0655
O 0.9425 -0.6642 -2.3285
C 0.9633 0.7642 -2.2831
C 0.0345 1.4240 -3.3039
C 0.3038 2.7256 -3.7752
C -0.5495 3.3457 -4.7053
C -1.6342 2.6674 -5.2426
C -1.9241 1.3676 -4.7477
C -1.1354 0.7393 -3.7657
C 0.6193 1.1498 -0.8769
N 0.7015 -0.1040 -0.1374
C 0.4753 -0.2266 1.2229
S 0.2720 1.2088 2.0682
N 0.3366 -1.4843 1.8494
C 0.2389 -1.7539 3.2300
C 0.9463 -1.0221 4.2306
C 0.7955 -1.2768 5.5810
C -0.0345 -2.2940 5.9980
C -0.6383 -3.0775 5.0443
C -0.5550 -2.8114 3.6905
H 2.0104 1.0473 -2.4341
H 1.2110 3.2225 -3.4640
H -0.2954 4.3470 -5.0647
H -2.3438 3.0973 -5.9699
H -2.7752 0.7864 -5.1567
H -1.4609 -0.1959 -3.3812
H -0.3641 1.5726 -0.7908
H 1.3227 1.8352 -0.4621
H 0.3067 -2.3029 1.2384
H 1.5960 -0.2317 3.9050
H 1.3242 -0.6325 6.2751
H -0.1810 -2.5396 7.0446
H -1.3090 -3.8893 5.3494
H -1.0355 -3.4189 2.9403
```

---

> Number 6 is which compound?

C16H14N2O2S

---

Copy entry 2 word for word.
The following is a quantum chemistry calculation of a structure of composition C16H14ClN4O2S3Sn at a distorted geometry, from OMol25.

Output
E_HOMO: -10.85 eV
DFT total energy: -2856.433090 a.u.
LUMO energy: -4.343 eV
net charge: +1

XYZ file:
```
41
C16H14ClN4O2S3Sn (ωB97M-V/def2-TZVPD)
Sn 0.3007 0.1742 -0.3367
C 0.9967 -0.4906 5.7660
C 1.5836 -1.1847 4.6029
N 2.5920 -1.9928 4.6163
N 2.8232 -2.3436 3.3377
C 1.9614 -1.7563 2.4941
S 1.9070 -1.8903 0.8317
N 1.1443 -1.0125 3.3024
N 0.0841 -0.2664 2.8271
H 1.4820 -0.8546 6.6659
H -0.0773 -0.6629 5.8376
H 1.1615 0.5844 5.6828
H 3.5664 -2.9843 3.0939
H -0.7691 -0.4757 3.3425
H 0.2694 0.7350 2.8910
S 0.8653 -3.1504 -2.3731
C 0.9618 -3.3572 -4.1269
C 1.4487 -4.3199 -4.9792
C 1.2806 -4.0815 -6.3376
C 0.6618 -2.9302 -6.8049
C 0.1753 -1.9561 -5.9395
C 0.3383 -2.2037 -4.5982
S -0.0999 -1.4024 -3.0683
H 1.9208 -5.2169 -4.6169
H 1.6436 -4.8092 -7.0463
H 0.5443 -2.7880 -7.8673
H -0.3082 -1.0686 -6.3105
Cl -4.0657 6.2793 1.3153
C -2.9159 5.0030 1.1632
C -2.0289 4.7369 2.2162
C -1.1209 3.7153 2.1196
C -1.0534 2.8872 0.9777
O -0.1993 1.8983 0.9671
C -1.9585 3.1650 -0.0904
C -2.0298 2.3848 -1.2745
O -1.3859 1.3614 -1.5512
C -2.8701 4.2363 0.0294
H -2.0852 5.3353 3.1115
H -0.4368 3.5271 2.9356
H -2.7659 2.7301 -2.0185
H -3.5418 4.4441 -0.7888
```

---

Repeat the sixth record exactly.
The following is a quantum chemistry calculation of the molecule C16H14N2O2S at a distorted geometry, from OMol25.

Output
E_HOMO: -8.25 eV
DFT total energy: -1276.303223 a.u.
structure (SMILES): O=C1O[C@@H](c2ccccc2)CN1C(=S)Nc1ccccc1
LUMO energy: 0.352 eV
net charge: 0
energy above the lowest of the compared OMol25 structures with the same formula, charge and spin: 0.453 eV

XYZ file:
```
35
C16H14N2O2S (ωB97M-V/def2-TZVPD)
O 0.9484 -2.2730 -0.7127
C 0.8869 -1.1018 -1.0655
O 0.9425 -0.6642 -2.3285
C 0.9633 0.7642 -2.2831
C 0.0345 1.4240 -3.3039
C 0.3038 2.7256 -3.7752
C -0.5495 3.3457 -4.7053
C -1.6342 2.6674 -5.2426
C -1.9241 1.3676 -4.7477
C -1.1354 0.7393 -3.7657
C 0.6193 1.1498 -0.8769
N 0.7015 -0.1040 -0.1374
C 0.4753 -0.2266 1.2229
S 0.2720 1.2088 2.0682
N 0.3366 -1.4843 1.8494
C 0.2389 -1.7539 3.2300
C 0.9463 -1.0221 4.2306
C 0.7955 -1.2768 5.5810
C -0.0345 -2.2940 5.9980
C -0.6383 -3.0775 5.0443
C -0.5550 -2.8114 3.6905
H 2.0104 1.0473 -2.4341
H 1.2110 3.2225 -3.4640
H -0.2954 4.3470 -5.0647
H -2.3438 3.0973 -5.9699
H -2.7752 0.7864 -5.1567
H -1.4609 -0.1959 -3.3812
H -0.3641 1.5726 -0.7908
H 1.3227 1.8352 -0.4621
H 0.3067 -2.3029 1.2384
H 1.5960 -0.2317 3.9050
H 1.3242 -0.6325 6.2751
H -0.1810 -2.5396 7.0446
H -1.3090 -3.8893 5.3494
H -1.0355 -3.4189 2.9403
```